Entry from OMol25: an isolated molecule of C2H2F3NO in a non-equilibrium geometry (ωB97M-V/def2-TZVPD).

Its total energy is -13793.585 eV. Its total charge is 0. As for the SMILES: C=[N+]([O-])C(F)(F)F. The calculation puts the energy above the lowest of the compared OMol25 structures with the same formula, charge and spin at 81.0 kcal/mol.

```
9
Properties=species:S:1:pos:R:3:forces:R:3
H -0.827 -0.933 -0.221 0.226 -0.811 0.119
O 1.439 -1.920 -0.019 1.125 -1.767 -0.448
C -0.016 -0.259 -0.046 0.482 1.154 -0.245
H -0.346 0.761 0.064 0.911 0.385 -0.095
C 2.418 0.153 0.058 -0.151 3.422 -0.994
N 1.219 -0.705 -0.047 -2.539 0.161 1.775
F 2.355 0.919 -1.056 0.033 0.180 0.150
F 2.464 1.049 1.104 -0.596 -1.726 -0.854
F 3.513 -0.506 0.001 0.510 -0.998 0.592
```
Positions in Å, forces in eV/Å.

***

Entry from OMol25: a cluster of 2 separate species, C2H2F3O3S in total in a non-equilibrium geometry (ωB97M-V/def2-TZVPD).

Its total energy is -27235.975 eV. Its total charge is -1. The calculation puts the energy above the lowest of the compared OMol25 structures with the same formula, charge and spin at 5.4 kcal/mol.

```
11
Properties=species:S:1:pos:R:3:forces:R:3
O -0.139 -0.171 -1.230 1.045 -0.961 0.697
H -1.654 0.737 -0.654 0.540 -3.867 -1.875
F 2.504 -1.116 -0.021 -0.044 0.689 -0.494
F 2.707 0.793 -1.094 -0.716 -0.703 -0.022
C 2.003 0.151 -0.125 2.014 0.492 1.052
O -1.617 1.590 -0.346 0.619 4.513 2.288
C 0.516 0.162 -0.184 -1.673 -1.229 0.419
F 2.403 0.807 1.028 -0.153 -0.498 -0.404
O 0.530 2.986 -0.303 0.191 -0.157 -0.725
S -0.136 1.875 0.380 -1.319 -0.214 1.370
H 0.474 -0.753 1.131 -0.505 1.934 -2.305
```
Positions in Å, forces in eV/Å.